# 1
This record from the OMol25 dataset describes an isolated molecule of C22H25N5O2S in a non-equilibrium geometry. The level of theory is ωB97M-V/def2-TZVPD.

Computed properties:
M	423.54	u
2S+1	1
HOMO level	-7.7904	eV
total charge	0
F_max	1.319	eV Å⁻¹
energy relative to the best compared isomer or geometry (same formula, charge and spin)	36.2	kJ/mol
SMILES	CC(C)OCCCNC(=O)c1c(N)n(Cc2cccs2)c2nc3ccccc3nc12

The geometry in XYZ format:
```
55
Properties=species:S:1:pos:R:3:nbo_charge:R:1
C -6.121 -1.805 -1.408 -0.6114
C -5.413 -1.117 -0.244 0.0963
C -5.864 -1.715 1.091 -0.6393
O -5.738 0.264 -0.358 -0.5406
C -5.042 1.170 0.464 -0.0584
C -3.540 1.292 0.153 -0.4448
C -2.653 0.541 1.152 -0.2244
N -1.266 0.590 0.768 -0.6100
C -0.610 -0.478 0.270 0.6718
O -1.096 -1.608 0.196 -0.6971
C 0.754 -0.194 -0.146 -0.3643
C 1.627 -1.167 -0.629 0.4992
N 1.298 -2.446 -0.861 -0.7910
N 2.856 -0.619 -0.904 -0.3854
C 4.024 -1.313 -1.392 -0.2569
C 4.455 -2.393 -0.453 -0.2250
C 4.596 -3.724 -0.704 -0.2643
C 4.998 -4.460 0.434 -0.2590
C 5.145 -3.676 1.531 -0.3967
S 4.806 -2.023 1.204 0.4552
C 2.808 0.715 -0.595 0.3384
N 3.774 1.576 -0.709 -0.4359
C 3.440 2.840 -0.330 0.1650
C 4.412 3.852 -0.415 -0.2075
C 4.110 5.133 -0.043 -0.2219
C 2.828 5.454 0.428 -0.2128
C 1.859 4.494 0.523 -0.1906
C 2.134 3.164 0.149 0.0820
N 1.149 2.239 0.255 -0.4575
C 1.482 1.022 -0.113 0.2441
H -5.875 -2.863 -1.425 0.2062
H -5.812 -1.352 -2.346 0.2162
H -7.196 -1.686 -1.306 0.2074
H -4.329 -1.258 -0.356 0.1690
H -5.687 -2.787 1.086 0.2145
H -5.315 -1.284 1.925 0.2055
H -6.926 -1.530 1.238 0.2104
H -5.183 0.929 1.527 0.1574
H -5.539 2.123 0.266 0.1925
H -3.361 0.906 -0.853 0.2193
H -3.253 2.345 0.159 0.2049
H -2.771 0.977 2.150 0.1901
H -2.922 -0.518 1.194 0.2266
H -0.787 1.481 0.744 0.4251
H 2.005 -3.159 -0.925 0.4057
H 0.363 -2.667 -0.516 0.4537
H 4.801 -0.548 -1.493 0.2604
H 3.819 -1.747 -2.378 0.2199
H 4.433 -4.167 -1.671 0.2247
H 5.165 -5.522 0.430 0.2288
H 5.433 -3.965 2.522 0.2399
H 5.391 3.582 -0.779 0.2188
H 4.859 5.908 -0.110 0.2136
H 2.610 6.472 0.716 0.2136
H 0.868 4.722 0.883 0.2191
```

# 2
This record from the OMol25 dataset describes a structure of composition C22H25N6O4SW in a non-equilibrium geometry. The level of theory is ωB97M-V/def2-TZVPD.

Computed properties:
M	653.39	u
<S²>	2.03
2S+1	3
HOMO level (alpha / beta)	-10.2656 / -11.0164	eV
total charge	+1
F_max	2.507	eV Å⁻¹
energy relative to the best compared isomer or geometry (same formula, charge and spin)	77.2	kJ/mol

The geometry in XYZ format:
```
59
Properties=species:S:1:pos:R:3:mulliken_spin:R:1
W -1.017 -0.312 -1.410 1.9585
N -1.555 0.250 -5.603 -0.0074
C -1.800 0.013 -4.306 0.0132
S -1.003 -1.439 -3.613 -0.0809
N -2.568 0.764 -3.592 0.0235
N -2.731 0.321 -2.282 -0.0945
C -3.983 0.282 -1.860 0.1082
C -4.395 -0.468 -0.720 0.0070
C -5.755 -0.505 -0.361 0.0343
C -6.207 -1.321 0.651 -0.0208
C -5.312 -2.130 1.348 0.0384
C -3.967 -2.118 1.035 -0.0417
C -3.487 -1.299 0.011 0.0484
O -2.195 -1.293 -0.312 0.0436
H -1.181 -0.516 -6.138 0.0003
H -2.125 0.934 -6.077 0.0007
H -4.735 0.753 -2.486 -0.0022
H -6.450 0.118 -0.903 0.0006
H -7.257 -1.344 0.897 -0.0004
H -5.670 -2.770 2.139 0.0018
H -3.267 -2.750 1.564 -0.0018
C 4.860 1.251 -2.816 0.0006
N 3.457 0.930 -2.725 0.0008
C 2.397 1.918 -2.678 -0.0028
C 1.216 1.017 -2.408 0.0068
O -0.008 1.283 -2.145 -0.0301
N 1.610 -0.279 -2.360 0.0150
C 2.931 -0.301 -2.549 0.0060
N 3.636 -1.434 -2.611 -0.0006
H 4.963 2.297 -3.093 -0.0001
H 5.349 0.643 -3.580 0.0000
H 5.357 1.084 -1.855 -0.0001
H 2.297 2.454 -3.631 0.0005
H 2.562 2.655 -1.884 0.0008
H 3.142 -2.289 -2.411 0.0005
H 4.633 -1.426 -2.485 -0.0002
C 2.801 0.049 5.913 -0.0002
C 2.054 0.177 4.622 0.0003
C 2.447 1.085 3.647 0.0009
C 1.796 1.155 2.423 -0.0001
C 2.207 2.110 1.340 0.0024
C 0.728 0.293 2.199 0.0121
C 0.283 -0.605 3.172 0.0070
C -0.906 -1.469 2.879 -0.0024
C 0.958 -0.645 4.378 0.0000
C 0.090 0.206 0.868 -0.0139
O -0.820 0.985 0.469 -0.0167
O 0.447 -0.731 0.072 -0.0129
H 3.528 0.848 6.032 0.0000
H 3.328 -0.905 5.944 0.0000
H 2.115 0.069 6.757 0.0000
H 3.290 1.733 3.833 0.0000
H 3.205 2.505 1.518 -0.0001
H 1.503 2.942 1.293 0.0000
H 2.189 1.607 0.371 -0.0011
H -1.797 -0.845 2.789 -0.0003
H -1.063 -2.197 3.669 -0.0002
H -0.769 -1.994 1.929 -0.0012
H 0.641 -1.346 5.135 0.0000
```

# 3
This record from the OMol25 dataset describes a structure of composition C22H26BCoFN8O3PTe in a non-equilibrium geometry. The level of theory is ωB97M-V/def2-TZVPD.

Computed properties:
M	697.82	u
<S²>	0.83
2S+1	2
HOMO level (alpha / beta)	-11.2775 / -11.2852	eV
total charge	+1
F_max	2.768	eV Å⁻¹

The geometry in XYZ format:
```
64
Properties=species:S:1:pos:R:3:mulliken_spin:R:1
Co 0.045 -0.115 -0.170 1.0163
C -3.034 2.199 1.746 -0.0022
C -2.648 1.065 1.033 -0.0027
N -1.323 0.967 1.013 0.0422
N -0.832 2.021 1.693 -0.0086
C -1.849 2.777 2.146 0.0049
B 0.692 2.183 1.939 -0.0084
N 1.393 2.368 0.549 0.0083
C 2.117 3.402 0.089 0.0017
C 2.497 3.124 -1.210 0.0035
C 1.953 1.871 -1.474 -0.0121
N 1.297 1.428 -0.404 0.0507
N 1.185 0.832 2.503 0.0005
C 1.884 0.478 3.597 0.0020
C 2.047 -0.889 3.597 -0.0008
C 1.401 -1.315 2.436 0.0012
N 0.892 -0.277 1.791 -0.0074
N 0.932 3.442 2.752 -0.0030
C 1.546 3.746 3.927 0.0002
C 1.473 5.100 4.116 0.0001
C 0.779 5.575 2.987 -0.0002
N 0.465 4.579 2.185 0.0002
H -4.033 2.545 1.939 0.0002
H -3.269 0.327 0.555 0.0009
H -1.687 3.683 2.697 -0.0002
H 2.314 4.275 0.681 -0.0012
H 3.073 3.741 -1.875 0.0011
H 2.002 1.289 -2.379 0.0013
H 2.228 1.190 4.321 0.0004
H 2.551 -1.491 4.329 0.0000
H 1.286 -2.317 2.059 -0.0006
H 1.990 3.014 4.573 0.0001
H 1.860 5.676 4.937 0.0000
H 0.505 6.587 2.742 0.0000
C 4.841 -0.114 -1.734 0.0002
C 3.668 -0.781 -2.415 0.0005
O 2.644 -1.026 -1.427 -0.0028
P 1.428 -1.991 -1.780 -0.0241
O 0.537 -2.018 -0.598 0.0158
Te 0.243 -1.179 -3.713 0.0006
O 2.060 -3.386 -2.157 -0.0020
C 2.636 -4.201 -1.089 0.0007
C 1.588 -5.130 -0.511 -0.0010
H 5.625 0.081 -2.463 0.0000
H 5.237 -0.766 -0.956 0.0000
H 4.534 0.829 -1.284 -0.0002
H 3.971 -1.727 -2.873 0.0003
H 3.257 -0.133 -3.198 -0.0002
H 3.053 -3.545 -0.321 0.0000
H 3.439 -4.758 -1.569 0.0001
H 0.761 -4.552 -0.102 0.0000
H 2.024 -5.742 0.277 0.0000
H 1.208 -5.788 -1.291 0.0000
F -2.984 0.723 -5.482 0.0001
C -2.397 0.553 -4.298 0.0011
C -1.837 1.668 -3.660 -0.0024
C -1.235 1.518 -2.423 -0.0006
C -1.149 0.262 -1.810 -0.0626
C -1.727 -0.855 -2.494 -0.0077
C -2.366 -0.698 -3.739 -0.0016
H -1.889 2.634 -4.145 0.0000
H -0.841 2.399 -1.934 -0.0014
H -1.742 -1.836 -2.030 -0.0007
H -2.821 -1.537 -4.249 -0.0001
```

Which formula does entry 1 have? C22H25N5O2S

Which value of 2S+1 does entry 2 give? 3

What did the third record say?
This record from the OMol25 dataset describes a structure of composition C22H26BCoFN8O3PTe in a non-equilibrium geometry. The level of theory is ωB97M-V/def2-TZVPD.

Computed properties:
M	697.82	u
<S²>	0.83
2S+1	2
HOMO level (alpha / beta)	-11.2775 / -11.2852	eV
total charge	+1
F_max	2.768	eV Å⁻¹

The geometry in XYZ format:
```
64
Properties=species:S:1:pos:R:3:mulliken_spin:R:1
Co 0.045 -0.115 -0.170 1.0163
C -3.034 2.199 1.746 -0.0022
C -2.648 1.065 1.033 -0.0027
N -1.323 0.967 1.013 0.0422
N -0.832 2.021 1.693 -0.0086
C -1.849 2.777 2.146 0.0049
B 0.692 2.183 1.939 -0.0084
N 1.393 2.368 0.549 0.0083
C 2.117 3.402 0.089 0.0017
C 2.497 3.124 -1.210 0.0035
C 1.953 1.871 -1.474 -0.0121
N 1.297 1.428 -0.404 0.0507
N 1.185 0.832 2.503 0.0005
C 1.884 0.478 3.597 0.0020
C 2.047 -0.889 3.597 -0.0008
C 1.401 -1.315 2.436 0.0012
N 0.892 -0.277 1.791 -0.0074
N 0.932 3.442 2.752 -0.0030
C 1.546 3.746 3.927 0.0002
C 1.473 5.100 4.116 0.0001
C 0.779 5.575 2.987 -0.0002
N 0.465 4.579 2.185 0.0002
H -4.033 2.545 1.939 0.0002
H -3.269 0.327 0.555 0.0009
H -1.687 3.683 2.697 -0.0002
H 2.314 4.275 0.681 -0.0012
H 3.073 3.741 -1.875 0.0011
H 2.002 1.289 -2.379 0.0013
H 2.228 1.190 4.321 0.0004
H 2.551 -1.491 4.329 0.0000
H 1.286 -2.317 2.059 -0.0006
H 1.990 3.014 4.573 0.0001
H 1.860 5.676 4.937 0.0000
H 0.505 6.587 2.742 0.0000
C 4.841 -0.114 -1.734 0.0002
C 3.668 -0.781 -2.415 0.0005
O 2.644 -1.026 -1.427 -0.0028
P 1.428 -1.991 -1.780 -0.0241
O 0.537 -2.018 -0.598 0.0158
Te 0.243 -1.179 -3.713 0.0006
O 2.060 -3.386 -2.157 -0.0020
C 2.636 -4.201 -1.089 0.0007
C 1.588 -5.130 -0.511 -0.0010
H 5.625 0.081 -2.463 0.0000
H 5.237 -0.766 -0.956 0.0000
H 4.534 0.829 -1.284 -0.0002
H 3.971 -1.727 -2.873 0.0003
H 3.257 -0.133 -3.198 -0.0002
H 3.053 -3.545 -0.321 0.0000
H 3.439 -4.758 -1.569 0.0001
H 0.761 -4.552 -0.102 0.0000
H 2.024 -5.742 0.277 0.0000
H 1.208 -5.788 -1.291 0.0000
F -2.984 0.723 -5.482 0.0001
C -2.397 0.553 -4.298 0.0011
C -1.837 1.668 -3.660 -0.0024
C -1.235 1.518 -2.423 -0.0006
C -1.149 0.262 -1.810 -0.0626
C -1.727 -0.855 -2.494 -0.0077
C -2.366 -0.698 -3.739 -0.0016
H -1.889 2.634 -4.145 0.0000
H -0.841 2.399 -1.934 -0.0014
H -1.742 -1.836 -2.030 -0.0007
H -2.821 -1.537 -4.249 -0.0001
```

Which formula does entry 2 have? C22H25N6O4SW